Entry from the OMol25 dataset: C57H43Cl5NO2P3Tl as an isolated structure (ωB97M-V with the def2-TZVPD basis set).

Element x y z (Å)
Tl -0.008 -0.091 -0.941
Cl -0.104 -1.675 -3.810
Cl 5.754 0.423 -3.875
Cl 4.876 -1.811 -5.862
Cl 1.912 -2.790 -5.880
Cl 3.683 1.648 -1.905
P -1.141 -2.411 2.030
P 1.602 -0.152 1.717
P -0.979 2.387 -2.161
O -0.422 2.094 0.377
O -1.071 3.280 2.167
N 0.660 -1.512 4.037
C -2.531 -5.802 0.242
C 4.118 -0.139 -3.865
C -2.620 4.657 -2.152
C 1.887 -1.542 6.173
C -1.023 3.042 0.957
C -2.480 5.060 0.583
C 1.885 -1.358 7.548
C -1.999 -4.550 0.511
C -1.800 3.985 0.017
C -2.742 -6.205 2.598
C -0.415 -0.699 7.469
C 3.299 -1.499 -0.019
C -4.764 0.162 3.274
C -2.410 -0.107 2.871
C -4.254 0.107 -4.477
C 1.879 -0.096 -2.855
C 0.889 4.312 -2.947
C -2.604 -1.460 2.580
C 2.000 4.712 -3.674
C 4.421 0.165 1.295
C -2.550 1.811 -4.554
C -2.214 -4.950 2.863
C -2.334 1.679 -3.186
C 5.617 -0.157 0.672
C 0.179 3.172 -3.322
C -2.906 -6.633 1.287
C -4.064 -0.017 -3.107
C 3.185 0.361 -2.962
C 1.798 1.864 3.735
C 0.740 -0.938 8.204
C -3.895 -1.986 2.627
C 1.864 -1.249 3.247
C -3.505 1.029 -5.191
C 2.424 3.975 -4.770
C 2.207 2.489 1.446
C -3.485 0.698 3.212
C 3.247 -0.505 0.957
C 0.729 -1.316 5.430
C 1.924 1.508 2.399
C 3.732 -1.132 -4.761
C 1.542 -1.065 -3.793
C -3.288 5.723 -1.576
C -3.110 0.757 -2.472
C -1.843 -4.100 1.822
C 2.416 -1.583 -4.746
C -1.859 3.790 -1.368
C 1.992 3.185 4.117
C 0.637 2.416 -4.404
C 4.497 -1.824 -0.638
C 1.742 2.821 -5.131
C 2.400 3.801 1.831
C -0.238 -2.612 3.655
C -4.966 -1.179 2.983
C -3.215 5.929 -0.204
C 5.660 -1.153 -0.293
C 2.294 4.150 3.172
C -0.423 -0.888 6.099
H -4.070 -3.027 2.387
H 2.328 -2.189 2.908
H -5.964 -1.599 3.023
H 2.787 -1.563 8.112
H 4.400 0.962 2.026
H -3.316 1.750 3.399
H -3.870 6.395 -2.196
H -1.315 -0.684 5.520
H 6.593 -1.390 -0.788
H 2.790 -1.883 5.683
H 2.432 5.180 3.475
H 0.343 -3.546 3.558
H -4.977 -0.519 -4.983
H -3.734 6.767 0.246
H 1.900 3.463 5.160
H 4.521 -2.592 -1.401
H -2.692 4.492 -3.221
H -2.097 -4.624 3.890
H 2.551 5.595 -3.375
H 2.621 4.556 1.087
H 2.255 2.208 0.402
H -1.704 -3.914 -0.314
H -5.607 0.791 3.535
H -3.035 -6.851 3.416
H -3.663 1.134 -6.257
H -1.964 2.513 -5.135
H -2.945 0.649 -1.404
H 1.530 1.127 4.484
H 3.293 4.290 -5.334
H 2.387 -2.009 -0.311
H -0.954 -2.728 4.468
H 2.086 2.225 -5.968
H -2.416 5.191 1.656
H -4.648 -0.728 -2.533
H 0.579 4.869 -2.071
H -1.313 -0.353 7.965
H 0.136 1.489 -4.654
H -3.326 -7.609 1.082
H 0.747 -0.793 9.277
H 6.520 0.378 0.939
H 2.572 -0.708 3.874
H -2.651 -6.121 -0.785
H -1.423 0.333 2.790

Output
- relative energy (zero: lowest compared OMol25 entry of this formula, charge and spin) (kJ/mol) = 124.6
- total charge = -1
- lowest unoccupied orbital energy (eV) = 2.21
- largest force on an atom (eV Å⁻¹) = 1.0

Results of the Löwdin charge analysis, in e, for atoms 1 through 5: number 1, Tl, carries 0.6130; number 2, Cl, carries 0.5796; number 3, Cl, carries 0.6446; number 4, Cl, carries 0.6421; number 5, Cl, carries 0.6358